# 1
An isolated ion of composition C2H3O3S2 and charge -1, computed with wB97M-V/def2-TZVPD.

The geometry in XYZ format:
```
10
C2H3O3S2 (wB97M-V/def2-TZVPD)
C 0.19298 -0.02379 -0.40844
C -1.04709 0.83238 -0.70076
O -2.62028 0.15456 1.49859
O -3.76318 0.78877 -0.52095
O -2.37151 -1.29027 -0.42392
S 0.04830 1.65712 0.35923
S -2.62686 0.06843 0.06570
H 0.11603 -0.83248 0.18614
H 1.08132 0.02155 -1.18142
H -1.38508 1.08459 -1.63703
```

Net charge: -1
Lowest unoccupied orbital energy: 3.283 eV
SMILES: O=S(=O)([O-])[C@@H]1CS1
Highest occupied orbital energy: -4.75 eV
Kohn-Sham gap: 8.0 eV
Energy relative to the best compared isomer or geometry (same formula, charge and spin): 39.4 kcal per mole
Maximum force: 6.1 eV/Å

***

# 2
A single C18H19Cl2NO5 molecule, computed with wB97M-V/def2-TZVPD.

The geometry in XYZ format:
```
45
C18H19Cl2NO5 (wB97M-V/def2-TZVPD)
C -3.90592 1.68731 2.79404
C -2.39784 1.67373 2.60642
O -1.79292 1.54447 3.87966
C -0.39729 1.43029 3.86146
C 0.33210 2.75041 3.56745
H -0.19869 3.58180 4.03372
H 1.35601 2.68550 3.94634
O 0.38070 3.05954 2.17204
C 1.35717 2.48454 1.46363
O 2.17004 1.72503 1.91161
C 1.32218 2.97264 0.01305
C 2.15878 4.24835 -0.08346
H 3.17865 4.03589 0.22625
H 1.73590 5.02024 0.55302
H 2.17073 4.59291 -1.11371
O 1.90320 2.02674 -0.85331
C 1.35377 0.78371 -0.93587
C 0.16079 0.39521 -0.33630
C -0.31246 -0.89301 -0.50886
C 0.39172 -1.80501 -1.28103
C 1.58887 -1.42754 -1.87608
C 2.05842 -0.14306 -1.70432
H 2.98593 0.16870 -2.15624
H 2.14773 -2.13351 -2.46702
O -0.12926 -3.08788 -1.33496
C -0.04428 -3.84215 -2.43275
N 0.41331 -3.35522 -3.57093
C 0.45320 -4.11700 -4.65031
C 0.02857 -5.43366 -4.64252
C -0.46232 -5.97767 -3.45692
C -0.50184 -5.17479 -2.33719
Cl -1.09787 -5.76850 -0.83859
H -0.80314 -6.99974 -3.41344
Cl 0.10072 -6.39671 -6.06865
H 0.83957 -3.64617 -5.54209
H -1.23453 -1.20415 -0.04266
H -0.41293 1.08327 0.26470
H 0.28104 3.18623 -0.27112
H -0.07049 0.66963 3.13686
H -0.12124 1.10343 4.86662
H -2.06806 2.60203 2.11842
H -2.10068 0.82326 1.97227
H -4.19225 2.52595 3.42209
H -4.39946 1.77586 1.83028
H -4.22563 0.76912 3.27838
```

Lowest unoccupied orbital energy: 0.579 eV
SMILES: CCOCCOC(=O)[C@@H](C)Oc1ccc(Oc2ncc(Cl)cc2Cl)cc1
Highest occupied orbital energy: -8.25 eV
Kohn-Sham gap: 8.8 eV
Energy relative to the best compared isomer or geometry (same formula, charge and spin): 4.2 kcal per mole
Maximum force: 0.9 eV/Å

***

# 3
A 6-piece molecular cluster, C36H81F3NO12Si overall, computed with wB97M-V/def2-TZVPD.

The geometry in XYZ format:
```
134
C36H81F3NO12Si (wB97M-V/def2-TZVPD)
C 3.70474 2.62402 1.44857
C 2.15807 2.47217 1.47749
C 1.78246 1.69252 2.74330
C 1.64469 1.70950 0.21738
C 0.28036 2.15913 -0.38259
C -0.85227 1.55981 0.49095
C -2.26054 1.49521 -0.07801
O -2.69827 2.79777 -0.44292
C -4.00130 2.83218 -0.93871
C -4.65657 4.15274 -0.54403
F -4.21748 4.62264 0.62300
F -5.98382 4.00289 -0.44874
F -4.44006 5.11851 -1.44723
Si 0.28674 1.48670 -2.17208
C -1.22398 2.00897 -3.16996
C 1.75472 2.16590 -3.13012
C 0.48374 -0.38682 -2.08939
C 0.14718 3.71053 -0.43142
C 1.27072 4.50826 0.25205
C 2.54948 4.60510 -0.58408
C 0.77877 5.93425 0.54952
N 1.52725 3.82098 1.54636
O 0.61407 3.99409 2.42554
H 4.16329 2.02319 2.24091
H 4.13550 2.29587 0.49940
H 4.00139 3.66224 1.61032
H 2.30507 0.72937 2.71079
H 0.70994 1.50015 2.80825
H 2.08643 2.24051 3.64062
H 1.55593 0.65656 0.51726
H 2.41626 1.72552 -0.55758
H -0.91640 2.15618 1.41433
H -0.59281 0.53954 0.80224
H -2.93582 1.10105 0.69966
H -2.33657 0.80901 -0.93675
H -4.62681 2.02150 -0.54564
H -4.01515 2.77748 -2.03699
H -2.04945 1.29387 -3.11242
H -0.92790 2.12371 -4.21904
H -1.58262 2.98256 -2.81818
H 1.76235 1.69961 -4.12393
H 2.71581 1.93460 -2.66105
H 1.70370 3.25190 -3.26562
H 1.56053 -0.60189 -2.12523
H 0.12702 -0.78462 -1.13333
H 0.00800 -0.91288 -2.92040
H -0.77891 3.99089 0.07500
H 0.04708 4.08678 -1.46088
H 2.31172 5.12231 -1.52049
H 3.31111 5.18258 -0.05296
H 2.96975 3.63591 -0.85613
H 1.41670 6.37124 1.32539
H 0.85137 6.54048 -0.35940
H -0.24524 5.93017 0.92265
C -1.04971 9.92044 1.15838
O -1.00400 9.23732 2.39692
C -1.77446 9.85189 3.41444
C -3.10099 9.15144 3.61362
O -3.93420 9.24816 2.47165
C -3.93029 8.08309 1.66482
H -0.64859 9.24776 0.40165
H -2.07153 10.19365 0.88508
H -0.43157 10.82457 1.19266
H -1.93957 10.90947 3.18372
H -1.20311 9.79365 4.34598
H -3.62722 9.62159 4.45015
H -2.92724 8.10110 3.86910
H -4.48642 7.27160 2.14600
H -2.91418 7.74130 1.45413
H -4.42285 8.33604 0.72737
C -6.90863 -0.81400 3.31824
O -6.30913 -0.95167 4.59225
C -5.04696 -1.59446 4.56478
C -3.90258 -0.60741 4.63695
O -3.84911 0.23103 3.49540
C -4.40549 1.51705 3.70397
H -7.75231 -0.13508 3.42903
H -6.21025 -0.39936 2.58715
H -7.27808 -1.77884 2.95373
H -4.95034 -2.20865 3.66321
H -4.99555 -2.25834 5.43300
H -2.96026 -1.16162 4.68434
H -3.98807 -0.00612 5.54765
H -3.73934 2.13585 4.31406
H -5.38698 1.46715 4.18067
H -4.51231 1.98396 2.72526
C -0.04653 -4.42989 -1.84319
O 0.77645 -3.94206 -0.79800
C 0.95429 -4.87027 0.25834
C 2.29200 -5.57118 0.16700
O 2.39334 -6.37043 -0.99888
C 3.11301 -5.74833 -2.05063
H 0.06683 -3.75542 -2.69040
H 0.24304 -5.43848 -2.14679
H -1.09772 -4.43523 -1.53471
H 0.14336 -5.60653 0.25982
H 0.91008 -4.31689 1.20171
H 2.41094 -6.22889 1.03426
H 3.09897 -4.83168 0.19048
H 4.18718 -5.73985 -1.83969
H 2.77244 -4.72466 -2.22111
H 2.94255 -6.33279 -2.95292
C 0.81176 -9.37036 -0.77537
O 0.77806 -10.03010 0.48312
C 0.10420 -9.29643 1.48662
C -1.31382 -9.77928 1.70218
O -2.13376 -9.55796 0.56760
C -2.30946 -10.70601 -0.24060
H 1.17690 -10.09218 -1.50468
H -0.18652 -9.03929 -1.07488
H 1.48234 -8.50706 -0.74932
H 0.09556 -8.22846 1.23947
H 0.66228 -9.42202 2.42028
H -1.75351 -9.22607 2.53784
H -1.30527 -10.84182 1.96647
H -2.97512 -11.42785 0.24534
H -1.35643 -11.19145 -0.46300
H -2.76828 -10.37924 -1.17231
C 6.76786 -4.93955 -4.66386
O 5.67715 -4.31017 -4.01618
C 6.06015 -3.27454 -3.12723
C 5.87876 -1.90226 -3.73740
O 6.73786 -1.69159 -4.84361
C 6.10499 -1.85903 -6.09813
H 6.35889 -5.54940 -5.46758
H 7.46071 -4.20836 -5.08628
H 7.31143 -5.58989 -3.96998
H 7.09958 -3.40750 -2.81040
H 5.42372 -3.34932 -2.23927
H 6.11996 -1.14722 -2.98291
H 4.83328 -1.76403 -4.03301
H 5.43294 -1.02066 -6.31174
H 5.53767 -2.79176 -6.14263
H 6.88721 -1.88153 -6.85490
```

2S+1: 2
Lowest unoccupied orbital energy (alpha / beta): 0.347 / 0.348 eV
Highest occupied orbital energy (alpha / beta): -7.87 / -9.04 eV
Kohn-Sham gap (alpha / beta): 8.2 / 9.4 eV
Energy relative to the best compared isomer or geometry (same formula, charge and spin): 0.0 kcal per mole
Maximum force: 0.5 eV/Å